Record 1
DFT (the ωB97M-V functional and the def2-TZVPD basis) results for an isolated molecule of C4H8ClN in a non-equilibrium geometry.

The geometry in XYZ format:
```
14
Properties=species:S:1:pos:R:3:forces:R:3:nbo_charge:R:1
C -1.683383 -0.089156 0.571268 -0.15 0.78 0.00 -0.42
C 0.439745 -0.864227 -0.290960 0.60 -1.78 -1.70 -0.28
C 1.442500 0.203695 -0.152020 -0.16 0.29 -0.25 -0.03
C 1.209485 1.485856 -0.230712 0.86 2.33 0.20 -0.43
H -1.861627 -0.937761 1.234565 -0.03 -0.17 0.14 0.17
H -2.648224 0.277788 0.178270 0.32 0.00 0.56 0.20
H -1.181056 0.695885 1.157242 -0.35 -0.15 -0.16 0.19
H -1.492320 -1.034290 -1.116727 0.75 -0.50 -0.55 0.37
H 0.509224 -1.370607 0.652965 -0.26 -0.92 0.67 0.19
H 0.919017 -1.577853 -1.082387 -1.33 1.03 1.19 0.22
H 2.061477 2.231589 -0.164134 -1.27 -1.00 0.02 0.22
H 0.178945 1.866904 -0.315179 0.71 -0.32 -0.25 0.23
N -0.890581 -0.418430 -0.597269 -0.35 0.35 0.08 -0.63
Cl 2.996799 -0.469390 0.155078 0.64 0.06 0.04 -0.01
```
Positions in Å, forces in eV/Å.

Results
Gap between HOMO and LUMO (eV): 10.21
Maximum force (hartree/bohr): 0.0492
Relative energy (zero: lowest compared OMol25 entry of this formula, charge and spin) (kJ/mol): 63.8
SMILES: C=C(Cl)CNC
Charge: 0
LUMO energy (eV): 1.00

=====

Record 2
DFT (the ωB97M-V functional and the def2-TZVPD basis) results for an isolated molecule of C9H13NS in a non-equilibrium geometry.

The geometry in XYZ format:
```
24
Properties=species:S:1:pos:R:3:forces:R:3:nbo_charge:R:1
C 3.721868 0.494562 -0.018622 -4.80 0.07 -0.16 -0.20
C 2.732400 1.522813 -0.030466 -0.62 -2.85 0.01 -0.19
C 3.241919 -0.799959 -0.068932 0.58 -1.52 0.38 -0.20
C 1.362159 1.289635 -0.053308 0.17 -2.23 0.07 -0.21
C 1.848264 -1.039830 -0.030273 -0.30 -2.68 -0.95 -0.21
C 0.913248 -0.038830 -0.027156 0.09 0.83 -0.31 -0.18
C -1.639065 -1.750242 -0.699800 0.68 -1.17 -2.29 -1.02
C -2.000862 1.427203 0.329222 0.85 -1.53 -0.37 -0.38
C -3.314605 0.955103 -0.228798 -0.12 1.98 0.21 -0.73
N -0.997931 -1.026556 1.483777 0.81 -0.35 0.19 -1.02
S -0.939140 -0.344024 -0.108178 0.21 -0.95 2.98 1.21
H 4.715529 0.675414 -0.052644 2.92 0.80 -0.02 0.21
H 2.955375 2.497697 -0.091741 1.45 3.42 -0.06 0.20
H 4.007628 -1.667575 -0.104560 -1.64 1.43 0.03 0.22
H 0.560390 1.976409 -0.124111 -0.02 1.40 0.06 0.23
H 1.436798 -2.099553 -0.184500 0.88 1.46 0.54 0.22
H -2.033988 -1.717445 -1.743329 0.60 0.18 0.80 0.23
H -1.066988 -2.728760 -0.462013 -0.92 1.82 -0.26 0.23
H -1.628898 2.200599 -0.349889 0.45 0.00 -0.19 0.14
H -4.062249 1.323143 0.474648 -0.40 -0.01 -0.33 0.23
H -3.466603 1.255382 -1.245326 -0.61 0.86 -0.57 0.19
H -3.393539 -0.067857 -0.342485 -0.33 -2.35 0.67 0.24
H -1.363963 -0.487714 2.241406 0.05 1.30 0.02 0.40
H -1.587743 -1.849604 1.437077 0.02 0.09 -0.44 0.39
```
Positions in Å, forces in eV/Å.

Results
Gap between HOMO and LUMO (eV): 8.16
Maximum force (hartree/bohr): 0.0934
Relative energy (zero: lowest compared OMol25 entry of this formula, charge and spin) (kJ/mol): 692.4
SMILES: C=[S@](N)(=CC)c1ccccc1
Charge: 0
LUMO energy (eV): 0.20

=====

Record 3
DFT (the ωB97M-V functional and the def2-TZVPD basis) results for a structure of composition C17H37As3NRhS.

The geometry in XYZ format:
```
60
Properties=species:S:1:pos:R:3:forces:R:3:nbo_charge:R:1
Rh -0.079024 0.769067 -1.554645 0.03 0.06 -0.03 0.64
C 0.679342 1.577371 1.938029 0.03 -0.02 0.01 -0.96
As 1.211583 0.315713 0.562529 -0.02 -0.01 0.00 1.00
C 3.143746 0.508457 0.624653 0.02 0.00 -0.01 -0.95
C 1.030217 -1.430615 1.455052 -0.01 0.00 0.02 -0.73
C -0.230732 -2.264262 1.160057 0.01 -0.02 0.01 -0.06
C -0.169229 -3.518958 2.041494 0.00 -0.01 -0.01 -0.61
C -0.222774 -2.790500 -0.296447 -0.01 0.00 0.00 -0.71
As -0.756228 -1.614484 -1.774239 0.02 -0.01 0.04 1.00
C -2.669029 -1.920092 -1.913918 -0.02 0.00 0.02 -0.95
C -0.098114 -2.685474 -3.255827 -0.01 -0.02 0.00 -0.94
C -1.523714 -1.471795 1.405372 -0.02 0.00 0.01 -0.75
As -2.233306 -0.865495 3.167662 0.00 -0.01 0.00 0.91
C -0.707740 -0.789842 4.408268 0.00 0.02 0.00 -0.96
C -2.959287 -2.572783 3.821193 0.00 0.00 0.00 -0.96
H -0.381180 1.459609 2.157096 0.00 0.01 0.03 0.25
H 0.820788 2.583713 1.544559 0.00 -0.01 0.00 0.25
H 1.275896 1.450541 2.841323 0.00 -0.02 0.01 0.22
H 3.521270 0.333326 1.632081 -0.01 0.00 0.00 0.22
H 3.397817 1.518877 0.308112 0.01 0.00 0.00 0.24
H 3.601999 -0.196413 -0.067504 0.00 0.00 0.00 0.23
H 1.110634 -1.250855 2.528439 0.00 0.00 0.00 0.23
H 1.912320 -2.010188 1.166012 0.00 0.01 -0.01 0.22
H 0.694497 -4.130701 1.769794 0.00 0.00 0.00 0.21
H -1.067459 -4.126361 1.911173 0.00 0.00 0.00 0.21
H -0.080109 -3.266609 3.096300 0.00 0.01 0.01 0.21
H -0.892686 -3.653427 -0.362725 0.00 0.00 0.00 0.22
H 0.779575 -3.152653 -0.545994 0.00 0.01 -0.02 0.23
H -2.902268 -2.979147 -1.803307 0.00 0.00 0.00 0.22
H -3.007129 -1.570200 -2.888164 0.02 0.00 -0.01 0.24
H -3.176358 -1.341053 -1.145103 -0.01 -0.01 0.00 0.25
H -0.432488 -3.718713 -3.162793 0.00 0.00 0.00 0.22
H 0.990071 -2.653076 -3.265087 0.00 0.00 0.00 0.24
H -0.469112 -2.262996 -4.187927 0.00 0.00 0.00 0.24
H -2.367759 -2.064137 1.031960 0.00 0.00 0.00 0.22
H -1.515549 -0.559385 0.798069 0.01 0.00 0.00 0.24
H -0.070389 0.061012 4.178962 0.01 0.00 -0.01 0.23
H -0.111188 -1.699007 4.449407 0.00 -0.01 -0.01 0.21
H -1.143510 -0.618908 5.393574 0.00 0.00 0.00 0.23
H -3.706133 -2.936907 3.115497 0.00 0.00 0.00 0.22
H -3.459727 -2.382049 4.770408 0.00 0.00 0.00 0.23
H -2.199209 -3.337155 3.969514 0.00 0.00 0.00 0.21
C 2.594416 3.763354 -3.522260 0.01 0.00 0.00 -0.59
C 1.351070 3.310395 -2.749692 -0.02 0.00 0.00 -0.18
C 1.395029 3.896823 -1.330517 -0.01 0.01 0.01 -0.60
C 0.091626 3.846297 -3.454243 0.00 0.00 0.00 -0.60
C 1.300968 1.810026 -2.691311 0.01 -0.03 0.03 -0.41
H 2.644683 4.854113 -3.570838 0.00 0.00 0.00 0.20
H 2.575654 3.379225 -4.544298 0.00 0.00 0.00 0.20
H 3.504600 3.401719 -3.038904 0.00 0.00 0.00 0.20
H 1.423957 4.988784 -1.365459 0.00 0.00 0.00 0.21
H 2.283215 3.549668 -0.796007 0.00 0.00 0.00 0.20
H 0.509180 3.603916 -0.761098 0.00 0.00 -0.01 0.22
H 0.114890 4.938586 -3.503064 0.01 0.00 0.00 0.20
H -0.808183 3.549566 -2.911377 0.00 0.00 0.00 0.22
H 0.022398 3.457565 -4.471992 0.00 0.00 0.00 0.20
H 1.891425 1.235387 -3.407242 0.00 0.02 -0.02 0.16
S -2.783760 3.458306 1.328333 0.01 -0.04 0.01 -0.20
C -2.086273 2.466708 0.268202 -0.01 0.07 0.00 0.17
N -1.563246 1.746137 -0.501141 -0.07 0.00 -0.07 -0.73
```
Positions in Å, forces in eV/Å.

Results
Gap between HOMO and LUMO (spin up / spin down) (eV): 7.02 / 6.86
Maximum force (hartree/bohr): 0.0018
Charge: 0
2S+1: 5
LUMO energy (spin up / spin down) (eV): 0.42 / -0.88

=====

Record 4
DFT (the ωB97M-V functional and the def2-TZVPD basis) results for the ion CH5BrN with charge +1 in a non-equilibrium geometry.

The geometry in XYZ format:
```
8
Properties=species:S:1:pos:R:3:forces:R:3:nbo_charge:R:1
C 0.073468 0.894203 0.295006 0.33 1.16 -1.88 -0.29
N -0.305174 -0.504733 -0.051243 0.95 -1.27 2.90 -0.70
Br -1.307982 2.229492 -0.305482 1.20 -1.40 1.00 0.12
H 0.471887 0.856772 1.309795 -0.80 0.85 0.06 0.25
H 0.902200 1.048592 -0.379006 0.32 0.73 0.14 0.24
H -1.282851 -0.602649 -0.231602 -1.21 -0.24 0.38 0.46
H 0.147419 -0.909022 -0.870377 0.46 0.13 0.07 0.46
H 0.018461 -0.995313 0.880720 -1.25 0.04 -2.67 0.47
```
Positions in Å, forces in eV/Å.

Results
Gap between HOMO and LUMO (eV): 10.96
Maximum force (hartree/bohr): 0.0643
Relative energy (zero: lowest compared OMol25 entry of this formula, charge and spin) (kJ/mol): 22.3
SMILES: [NH3+]CBr
Charge: +1
LUMO energy (eV): -4.43

=====

Record 5
DFT (the ωB97M-V functional and the def2-TZVPD basis) results for an isolated molecule of C18H22O3.

The geometry in XYZ format:
```
43
Properties=species:S:1:pos:R:3:forces:R:3:nbo_charge:R:1
C 1.448758 3.173462 -0.132590 -0.05 0.13 0.18 -0.59
H 0.954806 3.161900 -1.101737 0.00 -0.02 -0.12 0.20
H 2.024872 2.259227 -0.030278 0.10 -0.11 -0.05 0.21
H 2.127609 4.022796 -0.094443 0.11 0.06 -0.05 0.20
C 0.415149 3.265346 0.989315 0.10 -0.08 -0.10 -0.42
C -0.562095 2.125646 0.924662 0.14 0.02 0.21 -0.08
C -1.746097 2.254370 0.219923 0.04 -0.08 0.05 -0.19
C -2.665098 1.220960 0.157018 -0.16 -0.05 -0.08 -0.24
C -2.397134 0.039703 0.818914 -0.08 0.07 -0.01 -0.19
C -1.213663 -0.121262 1.518836 0.18 -0.06 0.25 -0.32
C -0.284477 0.909213 1.566101 -0.29 0.20 -0.06 0.38
O 0.920692 0.850593 2.217689 -0.10 0.18 -0.30 -0.53
C 1.261573 -0.265867 3.004164 0.29 -0.60 0.00 -0.09
C 2.056680 -1.347654 2.246871 -0.06 0.55 0.35 -0.08
O 1.290901 -2.070804 1.316147 -0.23 -0.07 -0.27 -0.50
C 1.036922 -1.535838 0.077487 -0.07 -0.17 -0.14 0.23
C 1.778437 -0.553778 -0.548706 0.05 -0.23 0.30 -0.27
C 1.423623 -0.092256 -1.808210 -0.15 -0.04 -0.15 -0.22
C 0.322991 -0.604531 -2.464760 0.17 0.08 0.01 -0.01
C -0.415010 -1.612231 -1.848323 -0.03 -0.14 0.16 -0.32
C -0.075575 -2.085287 -0.595036 0.17 -0.08 0.13 0.35
O -0.749081 -3.059242 0.082917 0.33 0.29 0.10 -0.50
C -1.864140 -3.648145 -0.534048 -0.20 -0.10 -0.13 -0.25
H -2.646908 -2.910848 -0.742905 0.03 -0.02 -0.01 0.17
H -2.241021 -4.382227 0.176995 -0.01 0.04 -0.08 0.20
H -1.589763 -4.156430 -1.464810 -0.01 0.04 0.03 0.18
H -1.272759 -2.010817 -2.367060 -0.12 -0.09 -0.01 0.21
C -0.100466 -0.088916 -3.807278 -0.04 -0.01 0.06 -0.63
H -0.277075 -0.910586 -4.499281 -0.01 -0.01 -0.11 0.21
H 0.658429 0.565468 -4.227874 0.03 0.05 -0.08 0.21
H -1.028279 0.475635 -3.714514 -0.06 0.07 -0.07 0.22
H 2.017595 0.681464 -2.271044 0.05 0.10 -0.06 0.21
H 2.639594 -0.122410 -0.063089 0.03 0.02 0.09 0.22
H 2.940146 -0.893681 1.786541 -0.02 -0.08 0.06 0.18
H 2.389018 -2.091330 2.977418 0.03 0.13 -0.05 0.20
H 0.378050 -0.713222 3.469942 0.06 0.06 0.00 0.18
H 1.911504 0.127007 3.794194 -0.09 -0.11 -0.05 0.19
H -1.024381 -1.068148 1.999242 0.08 -0.08 0.01 0.23
H -3.108229 -0.773081 0.795119 -0.05 -0.09 -0.01 0.21
H -3.583672 1.342574 -0.397499 -0.08 0.01 -0.04 0.21
H -1.954145 3.189052 -0.281439 -0.01 0.13 -0.03 0.21
H 0.929214 3.244641 1.951253 -0.06 0.12 0.00 0.22
H -0.127494 4.209536 0.904174 -0.01 -0.03 0.08 0.20
```
Positions in Å, forces in eV/Å.

Results
Gap between HOMO and LUMO (eV): 8.68
Maximum force (hartree/bohr): 0.0129
Relative energy (zero: lowest compared OMol25 entry of this formula, charge and spin) (kJ/mol): 24.5
SMILES: CCc1ccccc1OCCOc1ccc(C)cc1OC
Charge: 0
LUMO energy (eV): 0.87

=====

Record 6
DFT (the ωB97M-V functional and the def2-TZVPD basis) results for a cluster of 10 separate species, C4H29N2O10 in total in a non-equilibrium geometry.

The geometry in XYZ format:
```
45
Properties=species:S:1:pos:R:3:forces:R:3:nbo_charge:R:1
C 0.704473 1.662970 2.212215 -1.66 -3.03 -0.34 -0.22
N 0.674815 2.134115 0.824705 0.63 3.85 3.75 -0.87
C -0.406538 0.425141 2.369043 1.36 2.03 0.50 -0.08
C -0.860124 0.137812 3.757333 1.56 1.45 2.81 -0.61
N -1.482657 0.815130 1.535851 -1.23 -1.66 -1.48 -0.70
C -1.697668 -0.136945 0.313898 -1.73 4.23 -0.80 0.11
O -0.659135 -0.075627 -0.614517 -1.02 -0.86 1.74 -1.01
H 0.424835 2.388454 3.014556 0.55 -0.09 -1.03 0.18
H 1.624855 1.153776 2.381201 1.10 0.14 0.64 0.17
H 0.706131 1.470043 0.126064 -0.59 -1.77 -1.24 0.39
H -0.165158 2.705779 0.855052 0.12 -0.42 -1.28 0.37
H 0.034200 -0.525631 2.152001 0.64 -0.43 -1.42 0.18
H -1.341172 -0.832481 3.794333 -0.73 0.14 0.10 0.21
H -1.470980 1.041039 4.121214 0.53 -1.57 -0.05 0.18
H 0.064767 -0.010737 4.496240 -1.76 0.59 -1.44 0.20
H -2.311023 1.088959 2.094033 0.43 -0.76 -0.93 0.36
H -1.997092 -1.136709 0.589278 0.50 -0.60 0.50 0.12
H -2.675487 0.389157 -0.155706 1.65 -1.28 0.81 0.13
H 2.137464 -2.576728 1.667842 1.30 0.02 2.02 0.48
H 3.243911 -1.604720 2.104343 -0.99 -1.99 1.15 0.47
O 2.765560 -2.437139 2.466286 -0.37 1.99 -3.23 -0.95
H 4.002777 2.017907 -0.871439 -0.25 0.40 0.24 0.48
H 2.976508 2.653768 0.112770 0.88 0.34 -0.88 0.51
O 3.756563 2.875401 -0.478501 -0.79 -0.77 1.09 -0.98
H -1.469953 1.638674 -1.624666 1.13 0.88 1.39 0.47
H -1.948667 0.418967 -2.192525 -0.54 1.33 -0.87 0.48
O -2.030149 1.388751 -2.326225 -1.09 -0.68 -1.18 -0.97
H 1.883333 -2.460679 -3.135790 -1.15 -0.86 -1.97 0.48
H 0.950453 -3.629862 -3.256204 0.14 0.49 -0.85 0.47
O 1.368376 -2.973448 -3.863936 0.88 0.52 2.99 -0.96
H -1.337163 -0.924519 -2.003486 2.73 1.14 3.13 0.49
H -1.100547 -1.457334 -3.455372 0.82 0.08 -0.14 0.49
O -1.717115 -1.243728 -2.767958 -3.07 -2.18 -3.00 -0.98
H 2.984610 3.276987 -2.092844 0.50 0.56 2.49 0.49
H 1.899799 2.431660 -2.828606 1.79 1.35 0.04 0.46
O 2.734882 2.986749 -2.933500 -2.47 -1.84 -2.94 -0.97
H -3.659183 -1.792984 0.703626 2.16 1.33 0.70 0.47
H -4.540979 -1.780548 -0.555196 0.10 1.46 -2.42 0.47
O -4.384096 -2.141712 0.268461 -2.44 -2.87 1.67 -0.95
H 1.531634 0.257316 -2.277388 0.86 -1.11 2.78 0.46
H 0.941182 -0.061870 -0.855663 0.01 -0.33 -0.34 0.51
O 1.811259 -0.096339 -1.340164 -0.60 1.14 -2.67 -1.01
H -1.171348 -2.648403 -1.354052 1.07 -0.81 1.51 0.48
H -0.232447 -1.934830 -0.403136 -0.46 -1.22 -0.22 0.49
O -0.563703 -2.875587 -0.573472 -0.51 1.68 -1.36 -1.01
```
Positions in Å, forces in eV/Å.

Results
Gap between HOMO and LUMO (eV): 8.57
Maximum force (hartree/bohr): 0.1053
Relative energy (zero: lowest compared OMol25 entry of this formula, charge and spin) (kJ/mol): 427.5
Charge: -1
LUMO energy (eV): 2.75

=====

Record 7
DFT (the ωB97M-V functional and the def2-TZVPD basis) results for an isolated molecule of C3H6N2O2S in a non-equilibrium geometry.

The geometry in XYZ format:
```
14
Properties=species:S:1:pos:R:3:forces:R:3:nbo_charge:R:1
C -0.487981 -0.167266 1.441144 -0.16 0.93 0.12 0.22
C 0.071142 -0.467863 -1.825986 0.33 -0.49 -0.35 -0.19
C 1.439260 -1.129265 -1.517394 -0.36 0.98 0.18 0.42
H -0.643831 2.507808 3.568984 0.10 -0.05 0.00 0.12
H -0.353542 -1.238831 1.556412 -0.27 -0.04 -0.52 0.20
H -1.503675 1.047375 0.163837 0.31 -0.24 0.02 0.39
H -0.300540 -1.051896 -2.681909 -0.17 0.44 0.13 0.22
H 0.231179 0.596286 -2.097811 -0.16 -0.65 0.08 0.22
H 1.514742 -1.495679 -0.469299 0.24 -0.25 -0.23 0.11
N -0.392040 0.522303 2.498121 0.41 0.46 0.33 -0.57
N -0.695961 0.412564 0.169392 0.14 -0.88 0.28 -0.37
O -0.912438 -0.607418 -0.788448 0.64 0.37 -0.54 -0.39
O 2.337218 -1.166840 -2.319295 -0.62 -0.16 0.52 -0.50
S -0.303533 2.238723 2.302253 -0.44 -0.44 -0.02 0.13
```
Positions in Å, forces in eV/Å.

Results
Gap between HOMO and LUMO (eV): 9.63
Maximum force (hartree/bohr): 0.0206
Relative energy (zero: lowest compared OMol25 entry of this formula, charge and spin) (kJ/mol): 424.8
SMILES: O=CCON/C=N\S
Charge: 0
LUMO energy (eV): 0.74